Entry from the OMol25 dataset: C16H28N5O2RbSe2 as an isolated structure (wB97M-V/def2-TZVPD).

**E_HOMO**: -0.90 eV
**HOMO-LUMO gap**: 0.17478 Ha
**Maximum force**: 0.007 Eh/bohr

The geometry in ORCA input format:
```
! RIJCOSX wB97M-V def2-TZVPD def2/J DEFGRID3
* xyz -2 1
Rb 0.9705 0.2041 1.4880
Se 0.6828 -0.8247 -3.3621
Se 3.9811 -1.4860 0.1394
O 3.6480 -1.2409 -4.6848
O 3.0086 -4.9184 -2.7935
N -2.0869 2.8206 0.2448
N -0.7011 1.1765 -0.6419
N -2.3869 2.6059 2.5348
N -0.2767 3.2248 1.6539
N -1.9588 2.6209 -2.0675
C 3.4884 -3.8285 -1.9755
C 0.0314 1.4300 5.1770
C -0.8652 0.4494 4.7914
C -1.4893 2.8632 1.5083
C -1.9419 1.7796 -3.2468
C 3.0933 -2.4814 -2.5809
C -1.3649 -1.6816 3.6452
C -0.4613 -0.8134 4.2169
C -3.1764 -0.2725 4.3063
C 1.5732 -2.3275 -2.4232
C -2.2950 0.6103 4.8912
C -2.8412 3.7626 -2.1556
C 3.8422 -1.3627 -1.8399
C -2.7404 -1.4120 3.6245
C 3.5438 -2.5070 -4.0588
C -1.5048 2.1337 -0.8577
H 3.1149 -5.7178 -2.2721
H 4.8630 -1.2979 -2.2183
H -3.4409 -2.0978 3.1671
H 3.0767 -3.8953 -0.9670
H -1.0125 -2.6273 3.2440
H 0.5864 -1.0991 4.2933
H 1.0809 -3.2390 -2.7610
H -2.6226 4.4794 -1.3702
H 3.3493 -0.4206 -2.0662
H -0.0289 3.2070 2.6426
H 1.1007 1.2538 5.1579
H 1.3639 -2.2046 -1.3585
H 4.5466 -2.9482 -4.1004
H 2.8691 -3.1638 -4.6203
H -3.0913 2.7304 0.2782
H -4.2439 -0.0787 4.3842
H -0.3114 2.3314 5.6741
H -1.1478 1.0355 -3.2077
H 4.5811 -3.8762 -1.8923
H 2.7889 -0.7972 -4.5236
H -1.7779 2.4022 -4.1285
H -2.6855 4.2480 -3.1209
H -1.9315 2.4245 3.4231
H -2.8945 1.2472 -3.3687
H -3.0328 1.8510 2.3448
H -3.9046 3.4815 -2.0981
H -0.2917 0.7680 -1.4921
H -2.6759 1.4785 5.4231
*
```



Entry from the OMol25 dataset: C16H29Br2IO16S4 as an isolated structure in a non-equilibrium geometry (wB97M-V/def2-TZVPD).

**E_HOMO**: -9.49 eV
**HOMO-LUMO gap**: 0.35269 Ha
**Maximum force**: 0.026 Eh/bohr

The geometry in ORCA input format:
```
! RIJCOSX wB97M-V def2-TZVPD def2/J DEFGRID3
* xyz 0 1
I -2.6686 0.8531 4.3543
Br -1.3220 -3.2599 3.5131
Br 1.0465 -2.2927 1.5576
S -0.2701 3.1540 -1.8831
S 2.7629 -1.2189 -3.2865
S 5.5182 1.7390 1.0412
S -2.9612 -3.2234 0.5775
O 5.9170 0.9855 -0.3018
O -2.6468 -4.5749 0.7607
O 4.2333 2.4862 0.4680
O 0.8453 3.6492 -2.9054
O -3.8523 -2.8354 -0.4388
O -0.9377 4.2874 -1.3677
O -3.4689 -2.5678 1.9351
O -1.1870 2.4024 -2.9408
O 3.8266 -1.0701 -4.2068
O 3.1521 -2.3278 -2.2323
O 6.5335 2.6753 1.3452
O 2.2363 -0.0778 -2.6236
O 5.0864 0.8049 2.0136
O 1.5433 -1.9769 -3.9616
O 0.2916 2.1870 -1.0123
O -1.6472 -2.4064 0.5115
C -3.1635 -1.1598 3.8275
C -2.4252 -1.8709 2.6363
C -2.4022 1.3225 0.9073
C 2.0659 -3.2685 -2.0978
C 1.4813 -3.3430 -3.4941
C -4.6841 -1.2754 3.7866
C -5.4333 -0.4640 2.7328
C -2.5415 -0.1819 0.6530
C -0.1889 -0.7728 1.4111
C 4.1616 2.3542 -0.9637
C 0.2449 0.4176 2.2708
C 0.6633 3.0340 -4.1969
C -0.8320 2.8081 -4.2773
C 4.8172 1.0199 -1.2325
C 1.6209 0.3976 2.9154
C -1.6809 -1.2031 1.4332
H 0.2393 1.2790 1.6192
H 1.7532 1.3577 3.4007
H 4.1354 0.2019 -1.0082
H -0.0499 -0.4971 0.3786
H -1.1071 2.0168 -4.9671
H -2.8547 -1.6958 4.7028
H 4.7104 3.1791 -1.4217
H 1.0340 3.7087 -4.9628
H 2.4208 0.2966 2.1968
H -3.3490 1.8018 0.7063
H -3.5745 -0.4857 0.7116
H 3.1228 2.3769 -1.2725
H -2.2303 -0.3721 -0.3626
H -4.9847 -0.9160 4.7625
H 1.2179 2.0998 -4.2171
H -2.0812 1.5792 1.8976
H -0.4658 0.6155 3.0553
H -6.0553 -1.0944 2.1123
H 1.3569 -2.8705 -1.3716
H 0.4472 -3.6723 -3.5041
H -6.0859 0.2544 3.2097
H 2.0792 -3.9699 -4.1563
H -4.7637 0.1126 2.1135
H 1.6966 -0.3574 3.6856
H 2.4570 -4.2193 -1.7518
H 5.1990 0.9261 -2.2448
H -1.6793 1.7369 0.2225
H -4.9511 -2.3226 3.7591
H -1.3722 3.7235 -4.5230
*
```



Entry from the OMol25 dataset: C16H29BrClFNO9P2Sr as an isolated structure in a non-equilibrium geometry (wB97M-V/def2-TZVPD).

**E_HOMO**: -11.25 eV
**HOMO-LUMO gap**: 0.24544 Ha
**Maximum force**: 0.033 Eh/bohr

The geometry in ORCA input format:
```
! RIJCOSX wB97M-V def2-TZVPD def2/J DEFGRID3
* xyz 1 1
Sr 1.2131 0.5213 -3.9523
Br 3.5833 2.2884 -2.4073
Cl 1.9642 -2.0929 1.8119
P 1.0073 -2.3239 -1.4221
P 1.2655 -0.2176 -0.5105
F -0.8548 1.5086 -3.9403
O 4.0372 2.1234 0.2961
O 0.0455 -0.3074 0.6054
O 0.3350 -1.9751 -2.9386
O -4.2717 0.0535 0.2083
O -0.9643 1.1556 2.5859
O 0.2650 -3.4116 -0.7678
O -0.2193 3.3807 -3.0088
O 2.4660 -2.8834 -1.8635
O 0.0229 0.2667 -1.6751
N -2.1993 -0.7000 0.8465
C 3.1295 1.9993 -0.4229
C -3.9664 -0.1245 2.5547
C -2.4081 -0.2429 -1.9045
C 2.5547 -0.7793 0.7630
C -1.2836 1.5374 1.2797
C 3.9282 -1.1852 0.2021
C -2.5025 -1.7704 -1.7747
C -0.3999 2.1892 3.3725
C -3.5208 -0.2361 1.1115
C -1.3004 0.5408 -1.1719
C 1.7181 1.6638 -0.1396
C 5.0363 -0.9859 1.2426
C -1.5465 2.0294 -1.5415
C -0.8390 2.4179 -2.7907
C -1.7531 -1.8095 1.6977
C -1.2173 0.2764 0.3949
H -2.6445 -2.3177 2.0745
H -3.1558 -0.2623 3.2660
H -3.3584 0.2074 -1.6101
H 1.0960 2.3278 -0.7478
H 1.5598 1.9268 0.9102
H -4.4724 0.8341 2.6866
H 5.9668 -1.4622 0.9209
H -2.3017 1.9687 1.2394
H 2.7103 0.0775 1.4272
H -2.6149 2.2482 -1.6810
H 0.4213 2.6923 2.8437
H 0.0898 -2.8506 -3.2840
H -1.7951 -2.1952 -1.0673
H 5.2203 0.0729 1.4445
H -1.1924 -2.5368 1.1022
H 3.0082 -2.2451 -2.3401
H -3.4989 -2.0310 -1.4015
H -1.1427 -1.4950 2.5494
H 3.8863 -2.2493 -0.0419
H -2.2769 -0.0017 -2.9664
H 2.2952 -0.1178 -1.5975
H 0.0036 1.7230 4.2737
H -2.3969 -2.2557 -2.7475
H -1.1554 2.9279 3.6696
H -1.1670 2.7507 -0.8223
H -4.7190 -0.9020 2.7382
H -0.6023 2.3278 0.9373
H 4.7445 -1.4616 2.1854
H 4.1675 -0.6079 -0.7020
*
```



Entry from the OMol25 dataset: C16H29ClGaNSc as an isolated structure in a non-equilibrium geometry (wB97M-V/def2-TZVPD).

**E_HOMO (spin up / spin down)**: -1.55 / -1.55 eV
**HOMO-LUMO gap (spin up / spin down)**: 0.13426 / 0.13424 Ha
**Maximum force**: 0.048 Eh/bohr

The geometry in ORCA input format:
```
! RIJCOSX wB97M-V def2-TZVPD def2/J DEFGRID3
* xyz -1 1
Ga 3.6225 4.2633 -0.4638
Sc 0.5586 1.0608 0.4415
Cl 3.0837 2.1388 -0.8799
N -0.9751 -0.2587 -0.1828
C 2.7351 5.5217 -1.6668
C 0.3111 -2.2464 0.1931
C -2.1361 -2.4243 0.1859
C 0.4335 -3.6178 0.3953
C -1.9779 0.4157 -1.0349
C -0.9649 -1.6290 0.0713
C -0.7347 1.7793 1.9380
C 4.8388 4.6876 1.0057
C -0.7455 -4.3591 0.5269
C -3.2249 -4.6796 0.6221
C -3.3083 0.6012 -0.3315
C -2.1935 -0.3461 -2.3259
C 2.2641 0.2097 1.6088
C -1.4032 1.7947 -1.2987
C 1.7614 -4.3211 0.4586
C -2.0279 -3.7920 0.4425
H 2.0975 -0.6093 2.3137
H 4.8755 5.7736 1.1553
H 5.8580 4.3336 0.8053
H -2.1020 2.3177 -1.9461
H -3.9277 1.2392 -0.9765
H -0.4476 1.7273 -1.8511
H -3.1654 1.0858 0.6401
H -3.2273 -5.1872 1.5947
H 1.6568 5.3233 -1.6315
H 2.9163 6.5495 -1.3313
H -2.8697 0.2350 -2.9568
H -3.2628 -5.4822 -0.1240
H -0.6549 -5.4258 0.6969
H 1.9092 -4.8484 1.4074
H -3.7901 -0.3676 -0.2084
H 2.7521 1.0140 2.1721
H -1.7697 2.1139 1.9259
H 3.1023 5.4229 -2.6961
H 4.4527 4.2217 1.9207
H 2.5788 -3.6080 0.3358
H -2.6134 -1.3332 -2.1286
H 1.2163 -1.6323 0.0649
H -4.1274 -4.0707 0.5337
H 1.8643 -5.0950 -0.3115
H -0.6233 1.6451 3.0251
H -3.1142 -1.9393 0.1001
H -1.3301 2.3797 -0.3505
H -1.2322 -0.4509 -2.8274
H 3.0610 -0.1312 0.9427
*
```